Entry from OMol25: a structure of composition C41H38HgIN10O4P (ωB97M-V/def2-TZVPD).

Computed properties:
relative energy (zero: lowest compared OMol25 entry of this formula, charge and spin): 152.4 kJ/mol
spin multiplicity: 2
expectation value of S²: 0.792
gap between HOMO and LUMO (alpha / beta): 4.59 / 6.26 eV
net charge: -1
energy: -87790.923 eV
LUMO energy (alpha / beta): 2.39 / 2.39 eV

Geometry as XYZ:
```
96
Properties=species:S:1:pos:R:3:forces:R:3
Hg -0.91129 0.62574 -0.89611 0.01 0.01 0.41
C 3.67343 3.43028 -1.28304 0.04 0.00 0.07
C 3.48606 2.19095 -2.13140 0.18 -0.06 0.08
N 4.41723 1.96576 -3.05746 -0.18 -0.02 -0.16
C 4.40054 0.77662 -3.68738 0.05 -0.09 0.01
C 3.47783 -0.22500 -3.47185 -0.21 0.32 0.00
C 3.67588 -1.54465 -4.13993 -0.01 -0.18 0.01
O 3.99596 -2.60003 -3.20799 0.04 0.11 -0.05
C 2.37490 -0.01183 -2.56558 0.23 0.48 0.17
C 1.38958 -0.97162 -2.42026 -0.07 -0.41 -0.07
N 0.15472 -0.99932 -1.80698 0.06 -0.10 -0.03
C -0.29542 -2.25764 -1.43476 -0.06 0.17 -0.08
C 0.59311 -3.25478 -0.99390 0.02 0.01 0.00
C 0.16236 -4.50561 -0.59963 0.03 -0.01 0.01
C -1.18907 -4.82108 -0.60647 0.01 -0.04 0.00
C -2.09316 -3.86293 -1.03357 -0.10 0.08 -0.04
C -1.65667 -2.61655 -1.45789 0.04 -0.14 0.01
I -3.10738 -1.32170 -2.24405 0.06 0.02 0.04
C 2.40611 1.28111 -1.81178 0.84 -0.42 0.05
O 0.92638 1.94279 -2.24916 -0.83 0.32 -0.07
H 4.73166 3.69769 -1.27141 0.01 0.00 -0.04
H 3.35825 3.26158 -0.24713 -0.04 0.03 -0.02
H 3.12186 4.30857 -1.64171 0.02 -0.12 -0.07
H 5.21316 0.58815 -4.38596 0.01 0.07 0.04
H 4.51915 -1.47650 -4.82873 0.02 -0.02 0.02
H 2.79917 -1.85782 -4.72176 -0.04 0.08 0.03
H 3.54660 -2.37389 -2.38524 0.00 -0.04 -0.02
H 1.57245 -1.89723 -2.96674 0.02 0.04 -0.01
H 1.64284 -2.99986 -0.91977 -0.02 0.02 0.01
H 0.89396 -5.22828 -0.25668 -0.02 -0.01 0.00
H -1.54364 -5.78963 -0.27790 0.02 0.02 -0.01
H -3.15261 -4.08600 -1.05592 0.02 -0.02 0.01
C 0.09482 4.41104 -5.42542 -0.06 -0.02 0.03
N -0.96197 3.69180 -4.73826 -0.03 -0.06 -0.08
C -2.08344 3.18347 -5.34004 0.06 0.05 0.02
C -2.71756 2.44499 -4.38108 -0.08 -0.03 -0.01
N -2.01314 2.48111 -3.21498 0.03 0.05 0.03
C -0.95536 3.23511 -3.44883 -0.02 0.00 -0.05
P 0.48878 3.47589 -2.34708 0.10 -0.15 0.12
C -0.46643 3.65589 -0.77319 -0.15 -0.09 0.02
N -1.24336 2.73266 -0.22438 0.13 0.29 -0.28
C -1.68560 3.21547 0.97177 -0.08 -0.19 -0.02
C -1.16411 4.45909 1.15765 0.02 0.09 0.05
N -0.39254 4.72745 0.05225 -0.08 -0.07 -0.03
C 0.43911 5.90160 -0.13291 -0.01 0.00 0.01
C 2.28211 1.07096 -0.32269 -0.15 -0.26 -0.08
N 1.22451 1.09791 0.45692 0.04 0.21 0.03
C 1.64497 0.70911 1.70278 0.01 0.07 0.07
C 2.97645 0.43980 1.66868 0.07 0.02 0.00
N 3.38079 0.66849 0.37217 -0.01 -0.14 -0.04
C 4.70719 0.38866 -0.15897 -0.06 -0.03 0.06
H 0.71154 4.92787 -4.69630 0.02 0.01 0.02
H -0.34583 5.13975 -6.10448 0.01 0.00 -0.01
H 0.72428 3.72104 -5.98719 0.01 0.01 -0.01
H -2.31879 3.39309 -6.37072 0.01 -0.01 0.04
H -3.64177 1.89485 -4.46929 0.04 0.02 0.01
H -2.35512 2.63418 1.58531 0.03 0.08 -0.01
H -1.27012 5.17106 1.95830 0.00 -0.03 -0.01
H 0.12428 6.66264 0.57751 0.00 0.01 0.00
H 0.32724 6.28787 -1.14225 0.00 0.02 -0.02
H 1.48746 5.65843 0.03816 0.01 0.01 0.00
H 0.96104 0.61493 2.53086 0.03 0.03 -0.06
H 3.66547 0.08847 2.41912 -0.04 0.02 -0.02
H 5.22961 -0.23633 0.56361 0.01 0.00 0.02
H 5.27108 1.30513 -0.32484 0.01 0.01 -0.01
H 4.62842 -0.14781 -1.10485 0.03 0.06 0.03
O -3.95917 0.86792 1.06490 0.15 -0.13 0.08
C -3.16902 0.07766 1.55991 -0.14 -0.02 -0.01
N -3.42934 -0.63672 2.72033 0.11 0.05 -0.03
C -2.36896 -1.56410 3.02494 -0.05 -0.04 -0.08
C -1.34230 -1.14473 1.91194 -0.04 -0.14 0.03
O -0.22517 -1.62473 1.82559 -0.12 -0.03 -0.01
N -1.90745 -0.22401 1.10892 0.03 0.19 -0.13
C -2.75499 -3.03593 2.82280 -0.03 0.03 0.02
C -1.77268 -4.02379 2.79041 0.02 0.03 0.03
C -2.11725 -5.35692 2.64386 0.02 -0.02 0.01
C -3.44750 -5.73305 2.52073 0.00 -0.02 0.00
C -4.43000 -4.75688 2.53501 -0.01 0.01 0.00
C -4.08456 -3.41950 2.68418 0.01 0.02 -0.03
C -1.81278 -1.36203 4.43549 0.07 0.01 0.04
C -2.62270 -0.81914 5.42929 0.03 -0.02 -0.02
C -2.15668 -0.66891 6.72813 -0.04 0.01 -0.02
C -0.86451 -1.04970 7.05392 0.01 0.00 0.03
C -0.04480 -1.57764 6.06752 0.03 -0.01 -0.01
C -0.51187 -1.73841 4.77112 -0.06 0.05 -0.03
H -4.37849 -0.70659 3.03490 -0.02 -0.04 0.03
H -0.73101 -3.73852 2.83901 -0.03 -0.01 0.00
H -1.33530 -6.10622 2.60574 -0.01 0.01 0.00
H -3.71266 -6.77649 2.39995 0.00 0.01 0.01
H -5.47286 -5.02932 2.42505 0.01 0.00 0.00
H -4.87115 -2.67691 2.66840 0.01 0.00 0.00
H -3.62514 -0.49312 5.18635 0.00 -0.01 0.00
H -2.80784 -0.24540 7.48330 0.01 0.00 0.00
H -0.49618 -0.92804 8.06546 -0.01 0.00 -0.01
H 0.97328 -1.86305 6.30495 -0.01 0.00 -0.01
H 0.14113 -2.11866 3.99872 0.01 -0.01 0.01
```
Positions in Å, forces in eV/Å.

Results of the Mulliken charge analysis, in e, for atoms 1 through 8: 2.441 -1.353 0.088 -0.721 -1.308 1.250 -0.823 -0.612

---

Entry from OMol25: a structure of composition C41H38IrN3OSSb (ωB97M-V/def2-TZVPD).

Computed properties:
spin multiplicity: 6
expectation value of S²: 8.774
gap between HOMO and LUMO (alpha / beta): 7.42 / 5.68 eV
net charge: +2
energy: -69845.931 eV
LUMO energy (alpha / beta): -5.85 / -7.88 eV

Geometry as XYZ:
```
86
Properties=species:S:1:pos:R:3:forces:R:3
Ir -1.75389 -0.96800 -0.46955 0.05 -0.46 0.08
C -4.10306 -2.96506 2.75800 0.03 0.12 0.06
C -3.46331 -2.47792 1.50870 0.04 0.15 -0.18
N -2.69610 -1.45412 1.42171 0.00 -0.09 0.27
N -2.38959 -0.63221 2.46781 -0.11 -0.13 -0.11
C -1.84070 0.45981 2.01386 0.08 -0.03 0.00
O -1.66102 0.68751 0.71994 -0.08 0.26 -0.12
C -1.38301 1.49637 2.94669 -0.10 0.02 0.07
C -1.27007 1.19602 4.30438 0.06 -0.02 0.01
C -0.84255 2.16727 5.18934 0.03 0.01 0.01
C -0.54014 3.44413 4.73228 -0.01 0.01 -0.04
C -0.65725 3.74938 3.38341 -0.01 -0.06 0.08
C -1.07645 2.77716 2.49199 -0.01 -0.02 0.01
C -3.68727 -3.14021 0.19953 0.06 -0.01 -0.01
C -4.35036 -4.34755 0.07622 0.09 0.20 -0.03
C -4.52217 -4.90237 -1.18554 0.04 0.06 -0.06
C -4.04580 -4.22446 -2.29222 0.00 0.06 0.02
C -3.40062 -3.01143 -2.10606 -0.14 -0.04 -0.02
N -3.21540 -2.48394 -0.89513 -0.08 -0.05 0.05
H -3.97813 -2.23250 3.55026 0.01 -0.01 -0.01
H -3.63715 -3.90073 3.07101 0.02 -0.05 0.01
H -5.16275 -3.15346 2.60020 -0.07 -0.01 0.00
H -1.50856 0.20163 4.65295 -0.03 -0.02 0.00
H -0.74777 1.93239 6.23958 -0.01 0.00 0.05
H -0.22618 4.20533 5.43248 0.04 0.03 0.02
H -0.43338 4.74500 3.03014 0.01 0.06 -0.02
H -1.19369 3.02619 1.44693 -0.05 0.01 -0.08
H -4.72422 -4.84790 0.95503 -0.02 -0.04 0.07
H -5.02937 -5.84889 -1.29691 -0.04 -0.06 -0.01
H -4.17392 -4.61221 -3.29172 0.00 -0.01 -0.02
H -3.02861 -2.43775 -2.94401 -0.01 -0.02 0.00
S 0.06298 -2.31183 -0.12796 -0.03 0.03 0.05
C -0.16891 -3.69406 -1.19225 0.06 0.11 -0.08
C -0.32951 -3.51456 -2.56617 0.01 -0.05 -0.02
C -0.45231 -4.62040 -3.38951 0.01 0.00 0.01
C -0.43783 -5.89737 -2.84444 -0.01 0.00 -0.03
C -0.29087 -6.07164 -1.47515 0.00 0.01 0.02
C -0.14035 -4.97437 -0.64310 0.01 -0.01 0.02
H -0.33139 -2.51633 -2.98211 0.04 0.08 -0.05
H -0.55459 -4.48796 -4.45718 0.00 0.01 -0.05
H -0.52813 -6.75936 -3.48932 -0.01 -0.04 -0.03
H -0.27166 -7.06702 -1.05544 0.00 -0.04 0.02
H -0.00142 -5.10693 0.42079 0.03 -0.01 0.05
C 1.86305 -0.24687 2.40255 0.00 -0.06 0.01
C 2.34515 1.17112 2.51431 -0.05 -0.03 0.02
C 3.03216 1.60350 3.64191 -0.03 -0.03 -0.02
C 3.42054 2.92745 3.78013 0.00 0.01 -0.01
C 3.12149 3.85623 2.79593 -0.02 0.00 -0.03
C 2.44228 3.45038 1.65896 0.10 -0.04 0.02
C 2.09071 2.11138 1.51328 0.00 0.08 0.05
Sb 1.03654 1.58096 -0.20990 0.10 0.08 -0.12
C 0.55971 3.32432 -1.28014 0.00 0.07 -0.05
C -0.78728 3.67324 -1.36456 -0.03 0.01 0.01
C -1.17128 4.78630 -2.09092 0.01 -0.04 0.02
C -0.20353 5.54289 -2.73334 -0.01 0.01 -0.02
C 1.13087 5.18942 -2.65065 0.03 -0.05 0.05
C 1.54861 4.07101 -1.92995 -0.08 0.02 -0.01
C 3.00788 3.72003 -1.91192 0.09 0.01 0.00
C 2.23381 0.35747 -1.42901 -0.01 -0.03 0.04
C 3.48150 -0.02006 -0.94483 0.03 -0.04 0.06
C 4.30579 -0.82410 -1.71571 0.00 0.01 0.04
C 3.87075 -1.25043 -2.95923 0.04 0.00 0.01
C 2.62600 -0.86902 -3.43620 -0.04 0.02 -0.02
C 1.78013 -0.06370 -2.68337 0.02 0.01 -0.04
C 0.45099 0.35698 -3.23889 -0.33 -0.09 0.11
H 2.03232 -0.79098 3.32915 0.01 -0.03 0.01
H 2.36892 -0.79149 1.60210 0.02 -0.01 -0.03
H 0.78673 -0.27611 2.20444 -0.01 -0.01 0.01
H 3.25401 0.89594 4.42911 0.00 -0.04 0.04
H 3.94793 3.23693 4.67052 0.03 0.02 0.05
H 3.40740 4.89078 2.91413 0.02 0.06 0.00
H 2.19610 4.17448 0.89484 -0.04 0.07 -0.07
H -1.54024 3.07556 -0.86732 -0.06 -0.04 0.05
H -2.21249 5.06216 -2.15418 -0.09 0.01 0.00
H -0.48933 6.41320 -3.30479 -0.03 0.07 -0.03
H 1.87481 5.79414 -3.15124 0.05 0.02 -0.03
H 3.61570 4.62410 -1.89779 0.01 -0.01 -0.02
H 3.28047 3.15352 -2.80408 0.02 -0.03 -0.01
H 3.29448 3.12520 -1.04479 0.02 -0.03 0.04
H 3.82341 0.32613 0.02295 0.02 0.01 0.05
H 5.27919 -1.11125 -1.34750 0.06 -0.01 0.02
H 4.50693 -1.87476 -3.56830 0.05 -0.05 -0.04
H 2.31175 -1.19053 -4.42022 -0.03 -0.02 -0.05
H 0.29908 -0.03993 -4.24160 0.01 0.01 0.00
H 0.35168 1.44314 -3.29030 0.01 0.00 -0.01
H -0.38822 -0.01440 -2.61301 0.20 0.10 -0.11
```
Positions in Å, forces in eV/Å.

Results of the natural (NBO) charge analysis, in e, for atoms 1 through 8: 1.143 -0.690 0.292 -0.319 -0.372 0.571 -0.741 -0.098

---

Entry from OMol25: a structure of composition C41H38N6PSnTe (ωB97M-V/def2-TZVPD).

Computed properties:
relative energy (zero: lowest compared OMol25 entry of this formula, charge and spin): 245.9 kJ/mol
gap between HOMO and LUMO: 6.79 eV
net charge: +1
energy: -74481.801 eV
LUMO energy: -2.92 eV

Geometry as XYZ:
```
88
Properties=species:S:1:pos:R:3:forces:R:3
Sn 1.11149 -0.00169 -0.17139 -0.20 0.37 0.23
N 1.35337 5.97249 -0.12867 0.04 0.14 0.15
C 1.52041 4.70565 -0.55446 -0.08 -0.05 -0.07
N 1.45588 3.64365 0.16844 -0.28 -0.24 -0.05
C 1.30696 3.80001 1.55653 0.26 -0.50 -0.30
N 1.42247 2.84942 2.39501 0.03 0.97 0.08
N 1.31394 1.56027 2.51587 -0.54 -0.70 0.45
C 2.29548 0.73162 2.51702 0.25 0.11 0.09
C 3.54741 0.95799 1.78030 0.30 0.01 -0.07
C 4.82252 0.70943 2.26990 0.01 0.19 0.02
C 5.90288 0.88058 1.42026 -0.03 0.03 -0.08
C 5.68076 1.29907 0.11389 0.02 -0.06 0.02
C 4.37624 1.48632 -0.30378 -0.05 -0.08 0.04
N 3.33133 1.30583 0.50241 0.14 -0.31 -0.21
C 1.04754 5.14880 2.08820 0.06 0.22 -0.03
C 0.72655 5.37753 3.42469 -0.06 0.09 0.03
C 0.41255 6.65012 3.86069 0.06 -0.04 0.12
C 0.42749 7.72057 2.97186 0.02 0.01 -0.20
C 0.75364 7.51579 1.64494 0.02 0.05 -0.04
C 1.05387 6.23162 1.20796 0.00 -0.19 0.16
H 1.39410 6.74363 -0.77335 0.05 -0.07 -0.10
H 1.74119 4.60918 -1.61427 -0.10 -0.02 0.00
H 2.16234 -0.20374 3.05122 -0.26 -0.13 -0.27
H 4.95783 0.41210 3.30083 0.00 -0.04 -0.01
H 6.90890 0.68393 1.76532 0.01 0.03 0.02
H 6.49724 1.43492 -0.58046 0.02 0.02 0.01
H 4.13769 1.75307 -1.32783 0.09 0.04 0.00
H 0.71499 4.53874 4.10660 -0.01 -0.02 -0.02
H 0.15627 6.82043 4.89725 -0.01 -0.03 0.00
H 0.17175 8.71623 3.30734 0.03 0.00 0.04
H 0.77884 8.33594 0.93720 -0.05 0.04 0.05
N 0.19518 0.79027 -2.65419 0.13 -0.05 0.13
C -1.07560 0.55882 -3.27160 -0.27 -0.11 -0.14
C -1.17353 0.38779 -4.64632 0.15 0.00 -0.03
C -2.41470 0.25426 -5.24915 -0.04 -0.01 0.09
C -3.56713 0.28688 -4.47812 -0.04 -0.01 -0.05
C -3.47131 0.40163 -3.09963 0.07 -0.09 -0.02
C -2.22966 0.51139 -2.48045 0.13 0.14 0.10
P -1.98633 0.69705 -0.67977 -0.60 0.04 0.10
C -1.77062 -1.03730 -0.12639 0.26 0.15 0.04
C -1.76406 -2.16108 -0.94700 -0.09 0.05 -0.03
C -1.55697 -3.42138 -0.39829 -0.14 -0.06 -0.04
C -1.34909 -3.57048 0.96372 -0.07 0.02 0.07
C -1.32785 -2.45117 1.78888 0.00 -0.02 -0.02
C -1.52463 -1.19140 1.24591 -0.05 -0.03 0.03
C -3.66340 1.06585 -0.05353 0.15 0.12 0.01
C -4.58635 0.10715 0.35675 0.01 0.05 -0.08
C -5.83835 0.50092 0.80619 -0.06 -0.04 0.04
C -6.17619 1.84559 0.85633 0.01 -0.01 -0.02
C -5.24992 2.80696 0.47843 -0.05 0.03 0.00
C -3.99610 2.41784 0.03653 0.02 -0.02 -0.05
H 0.93559 0.79992 -3.34540 0.03 0.00 0.00
H 0.18242 1.67750 -2.16126 -0.02 0.20 -0.11
H -0.27574 0.38389 -5.25478 0.00 0.04 0.01
H -2.48031 0.14881 -6.32362 0.01 -0.01 0.00
H -4.53904 0.22223 -4.94850 0.00 -0.04 0.00
H -4.36993 0.39732 -2.49597 0.01 0.03 0.02
H -1.96258 -2.05148 -2.00702 0.06 -0.03 -0.01
H -1.55740 -4.29558 -1.03622 -0.09 0.07 0.04
H -1.20361 -4.55725 1.38321 0.02 0.02 -0.03
H -1.16792 -2.56030 2.85398 0.00 -0.01 0.00
H -1.54437 -0.31575 1.88925 0.09 -0.02 0.01
H -4.33075 -0.94436 0.32640 -0.01 -0.02 -0.03
H -6.55598 -0.24536 1.12165 0.01 -0.01 -0.02
H -7.15973 2.14407 1.19402 0.01 0.00 0.03
H -5.50537 3.85697 0.53921 0.02 0.00 -0.02
H -3.25968 3.16489 -0.24259 -0.05 0.00 0.01
C 0.40107 -7.95121 0.24845 0.00 0.09 -0.02
C 0.78782 -6.52130 -0.00916 -0.05 0.02 0.00
C 1.35369 -5.73253 0.98266 0.05 -0.01 -0.10
C 1.79044 -4.43545 0.72574 0.08 0.04 0.14
C 2.38698 -3.63800 1.85441 -0.01 -0.11 -0.02
C 1.65538 -3.92673 -0.56612 0.12 0.34 -0.03
Te 2.64268 -2.09035 -1.08746 0.35 -0.50 -0.04
C 1.02286 -4.66850 -1.56489 0.10 -0.04 -0.17
C 0.80213 -4.13424 -2.95340 0.00 -0.07 0.02
C 0.59848 -5.95801 -1.26573 0.08 -0.04 0.07
H 0.50854 -8.20736 1.30097 -0.03 -0.02 0.00
H 1.04104 -8.61868 -0.33099 -0.02 -0.04 0.02
H -0.62968 -8.13601 -0.05575 0.00 -0.05 0.02
H 1.48547 -6.14182 1.97790 -0.02 0.00 0.02
H 2.28250 -4.17699 2.79527 0.01 -0.01 0.00
H 1.88157 -2.67451 1.95653 0.05 0.02 0.00
H 3.44798 -3.44827 1.68166 -0.02 0.09 0.01
H 0.44164 -3.10486 -2.92885 0.01 0.01 -0.02
H 0.07542 -4.74784 -3.48493 0.00 -0.01 -0.01
H 1.73308 -4.14983 -3.52441 -0.01 0.08 -0.01
H 0.12810 -6.55208 -2.04211 -0.01 0.02 -0.03
```
Positions in Å, forces in eV/Å.

Results of the Mulliken charge analysis, in e, for atoms 1 through 8: 1.403 0.039 -0.324 -0.077 0.451 -0.190 -0.316 -1.064